The following is a DFT calculation (ωB97M-V with the def2-TZVPD basis set) of the ion C7H11N3 with charge +2.

The HOMO energy is -18.322 eV. The value obtained for the LUMO energy is -10.582 eV. Its SMILES is C=C1N=C[NH+]=C(C)[NH+]=C1C. Its charge is +2.

Positions of all 21 atoms, in Å:
C 0.821819 -2.272510 -1.713411
C 0.831595 -1.032866 -1.293986
N 1.906433 -0.144964 -1.388481
C 2.411420 0.654812 -0.650584
N 1.781486 1.001554 0.687020
C 0.521012 0.960779 0.926918
C 0.038239 1.746662 2.114040
N -0.471408 0.297019 0.177454
C -0.433833 -0.537828 -0.879064
C -1.747621 -1.084394 -1.400130
H -0.037147 -2.986266 -1.661759
H 1.696238 -2.704943 -2.184893
H 3.282231 1.155146 -0.877641
H 2.390472 1.049287 1.534904
H 0.765596 1.720027 2.888942
H -0.875653 1.445999 2.581659
H -0.135813 2.925898 1.951580
H -1.406524 0.538318 0.630762
H -1.680730 -1.244019 -2.467117
H -2.575907 -0.353636 -1.162029
H -2.078779 -2.003726 -0.931784

Atomic forces in eV per Å
C 0.2 -3.0 -1.4
C -0.7 2.1 -0.1
N -0.5 -2.6 -2.6
C -1.6 0.4 3.0
N 1.8 -1.3 -0.3
C -1.5 0.7 0.8
C -0.6 2.2 -0.4
N -1.3 1.9 0.9
C -1.2 -0.8 1.9
C -0.4 2.0 0.6
H 0.7 1.1 0.0
H 0.3 -0.1 0.4
H 1.9 1.5 -0.2
H -0.4 0.9 -1.0
H 0.9 0.0 0.6
H -0.7 -0.7 -0.1
H 0.6 -2.6 -0.4
H 1.3 -0.5 -1.3
H 0.0 0.0 -0.2
H 0.8 -0.6 -0.4
H 0.4 -0.4 0.4

---

The following is a DFT calculation (ωB97M-V with the def2-TZVPD basis set) of a cluster of 10 separate species, C33H60F2N3O11S3 in total.

The HOMO energy is -11.476 eV. The value obtained for the LUMO energy is -2.446 eV. Its charge is +1.

Positions of all 112 atoms, in Å:
C -20.099088 -39.153595 12.501641
C -19.060799 -40.142377 12.042043
O -18.810627 -41.184447 12.713875
N -18.489599 -39.861293 10.694779
H -19.221969 -39.305339 10.080741
H -18.144073 -38.930813 10.850593
C -17.483087 -40.865268 10.288289
H -21.093902 -39.388753 12.024153
H -19.861862 -38.136034 12.079045
H -20.035112 -39.305501 13.618467
H -18.089782 -41.911146 10.241997
H -16.705541 -41.047361 10.829298
H -17.022071 -40.601847 9.408615
C -16.261161 -34.351221 11.826010
C -16.024085 -35.382570 13.017638
O -15.013500 -35.320093 13.710702
N -16.837892 -36.634288 13.019627
H -17.741236 -36.094795 13.206704
H -17.125870 -37.066899 12.066512
C -16.518539 -37.681658 13.983341
H -16.376967 -34.984190 10.990587
H -15.444389 -33.553017 11.845487
H -17.276649 -33.987178 11.977455
H -17.366086 -38.347637 14.080288
H -16.214776 -37.370289 14.982676
H -15.904221 -38.366831 13.334084
C -18.590973 -37.142643 7.126026
C -19.171132 -36.207274 8.125421
O -19.228920 -34.994275 7.946246
N -19.638230 -36.740078 9.538020
H -20.193369 -37.598930 9.176380
H -18.730798 -36.929908 10.076430
C -20.424928 -35.782202 10.317850
H -18.157306 -36.531442 6.331363
H -19.343556 -37.883506 6.788586
H -17.600821 -37.496465 7.516284
H -20.611865 -36.431855 11.203807
H -21.286658 -35.542207 9.755592
H -19.938578 -34.870140 10.595480
O -17.422176 -37.597833 10.655632
H -16.689030 -37.631411 10.337175
O -20.536520 -39.083192 9.345663
H -21.382143 -39.528888 9.118959
F -15.860311 -33.581059 8.513127
C -15.524824 -34.520648 7.589593
C -15.892457 -34.290643 6.256899
C -15.698207 -35.233501 5.280116
C -14.985780 -36.378886 5.588716
C -14.506087 -36.592902 6.843019
C -14.866816 -35.711113 7.916830
H -16.455874 -33.337659 6.152607
H -16.012633 -35.006605 4.227096
H -14.751238 -36.985834 4.712877
H -14.034610 -37.515263 7.056725
H -14.416200 -35.793493 8.949465
F -22.261328 -36.339554 8.055020
C -22.640432 -35.391704 7.105265
C -22.685496 -35.738162 5.721079
C -23.152739 -34.796065 4.782654
C -23.402228 -33.494079 5.090630
C -23.304587 -33.138047 6.452055
C -22.805553 -33.982564 7.418326
H -22.338872 -36.882011 5.530061
H -23.355667 -35.167516 3.779769
H -23.739282 -32.712798 4.429568
H -23.711386 -32.076386 6.666594
H -22.555769 -33.603389 8.560502
C -20.366719 -30.171582 9.045516
C -19.804634 -31.082932 7.931307
C -18.428395 -31.396302 8.112057
S -18.226947 -31.514470 9.788512
O -16.962183 -31.034132 10.266328
O -18.540452 -32.920363 10.139161
C -19.587405 -30.551836 10.252776
H -21.392050 -29.992923 9.291576
H -19.973628 -29.171010 8.761847
H -20.012353 -30.665559 6.979514
H -20.401192 -32.178530 8.054423
H -17.772054 -30.466958 7.658567
H -18.043333 -32.123945 7.348699
H -19.317999 -29.669343 10.864257
H -19.981242 -31.303815 11.025350
C -23.910320 -37.462067 12.108455
C -23.931473 -37.390642 10.574905
C -25.077346 -36.488904 10.363455
S -24.603625 -35.099005 11.331173
O -25.838025 -34.577454 11.995799
O -23.802640 -34.277176 10.577628
C -23.697232 -35.972795 12.540054
H -22.972164 -38.041194 12.270827
H -25.025646 -37.795189 12.333571
H -24.006675 -38.352197 10.114276
H -23.219621 -37.060399 10.203061
H -25.953560 -36.906158 10.795987
H -25.131106 -36.193789 9.363156
H -23.935243 -36.020513 13.738478
H -22.599974 -35.575547 12.336162
C -21.431316 -42.530968 5.030694
C -21.840994 -41.134073 5.490845
C -21.251323 -40.736001 6.679719
S -19.694993 -41.378891 6.778418
O -19.342391 -42.091223 7.980082
O -18.680925 -40.450017 6.356275
C -19.879357 -42.433958 5.374792
H -21.746544 -42.369607 3.975317
H -21.910878 -43.287919 5.405452
H -22.972966 -41.016188 5.698432
H -21.501843 -40.490470 4.748506
H -21.804048 -40.922350 7.565601
H -21.250330 -39.801275 6.560126
H -19.479858 -43.603902 5.619080
H -19.269200 -42.218741 4.456704

Atomic forces in eV per Å
C 0.3 0.2 0.0
C -0.5 -4.0 0.9
O -0.3 4.3 -3.0
N -0.4 -1.7 3.2
H -1.6 -2.7 -1.1
H 2.6 1.8 0.3
C -7.0 -2.4 -2.7
H 1.0 -0.1 0.7
H -0.1 -0.8 0.9
H -0.7 0.8 -1.2
H 1.6 2.6 -0.4
H 4.2 -0.4 4.8
H 0.1 0.5 -2.7
C -0.2 -0.5 3.3
C 5.4 1.2 -1.1
O -3.1 -0.5 -0.9
N -2.9 3.1 1.3
H 0.6 -1.4 0.3
H 0.6 -0.1 -1.4
C 0.2 -1.9 -1.2
H 0.4 -0.4 -1.5
H -1.4 -1.3 -0.2
H 0.1 0.8 -0.2
H -0.7 0.3 0.2
H 0.6 0.1 -0.6
H 0.6 0.8 1.5
C 0.9 -0.1 0.3
C 0.1 3.9 1.0
O -0.3 -2.8 0.6
N 1.6 1.8 -3.3
H -0.1 -1.0 1.5
H -0.3 -0.7 -0.9
C 0.1 -1.7 0.8
H -0.9 0.2 -0.3
H 1.0 0.0 0.3
H -1.2 -0.8 0.2
H -0.6 1.0 -0.2
H -1.1 0.2 -0.1
H 0.8 0.3 -0.1
O -13.2 1.6 7.2
H 13.7 -0.6 -6.3
O -0.8 0.4 -0.4
H 1.2 0.4 0.5
F 0.4 -0.7 -0.4
C 0.2 -1.1 -0.7
C -1.4 1.5 1.4
C -0.1 1.1 -1.0
C 0.1 0.1 -1.8
C -1.3 0.8 1.9
C 1.2 0.7 0.3
H 0.5 -0.8 -0.5
H 0.3 -0.4 1.2
H 0.1 -0.4 0.7
H 0.8 -0.6 0.3
H -0.7 -0.3 -1.2
F -0.4 1.2 -1.2
C 0.7 2.1 -1.9
C 0.4 -2.5 2.3
C 0.5 -1.7 -1.0
C -0.4 0.3 2.1
C -0.5 2.3 -0.6
C 0.5 -1.5 3.6
H -1.2 3.0 -0.1
H 0.4 0.2 0.0
H -0.1 -0.4 -0.5
H 1.3 -1.8 0.2
H -1.1 -1.1 -3.2
C 2.2 1.2 -0.9
C -6.2 -3.3 0.4
C 4.4 2.9 -4.4
S 2.2 -3.5 1.7
O 0.0 0.5 0.1
O -0.1 1.5 -0.1
C -0.5 -0.1 3.7
H -0.9 -0.7 -0.6
H -0.3 -0.2 0.2
H -0.3 0.1 -1.0
H 1.3 2.8 -0.7
H -1.3 -1.6 1.8
H -0.5 -0.3 1.7
H 0.3 -0.5 -0.4
H -0.4 1.2 -1.3
C 0.3 0.1 -1.5
C -11.0 -5.9 6.1
C 0.4 0.0 0.0
S -7.8 -0.9 4.7
O 2.5 -0.7 -1.5
O 3.5 3.2 -2.7
C 2.4 -1.5 2.9
H -1.3 -0.2 1.2
H 2.9 0.1 0.6
H -0.7 -0.9 -0.2
H 12.3 5.8 -5.6
H -1.0 -0.1 -0.1
H -0.7 0.7 -1.6
H 0.2 1.3 -3.2
H -2.0 -1.2 0.7
C 3.2 5.7 -2.8
C -5.1 -2.8 -1.6
C -0.1 -3.7 4.5
S 4.3 -1.1 -0.3
O -1.3 -0.2 0.1
O 0.0 1.3 -0.1
C -0.2 -5.9 -1.8
H 1.0 -1.3 0.2
H -2.5 -4.2 2.4
H 1.5 -0.2 -1.2
H 0.1 1.3 -1.6
H -0.4 -0.7 0.9
H 1.0 7.8 0.2
H -1.0 3.3 -0.2
H -0.5 0.6 1.3

---

Number 1: E_tot -11887.521 eV, HOMO-LUMO gap 0.284 Eh, molar mass 137.19 g/mol. Number 2: E_tot -100106.848 eV, HOMO-LUMO gap 0.332 Eh, molar mass 809.05 g/mol.